(1)
Density functional theory data (ωB97M-V/def2-TZVPD) for an isolated ion of composition C5H10N3 and charge +1.

Its largest force on an atom is 4.289 eV Å⁻¹. The SMILES is [H]/N=C/N/C=[N+](/C)C=C. The calculation puts the frontier orbital gap (spin up / spin down) at 8.816 / 8.815 eV. The charge is +1. As for the spin multiplicity: 1. The calculation puts the relative energy (zero: lowest compared OMol25 entry of this formula, charge and spin) at 3.490 eV.

Last column: natural (NBO) charge in e.
Atoms and positions in Å:
H  1.637  0.155  -2.589  0.384
N  1.151  0.430  -1.689  -0.610
C  2.034  0.347  -0.727  0.210
N  1.642  0.664  0.552  -0.558
C  0.367  0.784  1.095  0.357
N  -0.724  0.245  0.536  -0.333
C  -2.006  0.452  1.174  -0.418
C  -0.860  -0.437  -0.676  -0.018
C  -0.233  -1.621  -0.799  -0.307
H  3.055  0.063  -0.889  0.210
H  2.382  0.907  1.160  0.432
H  0.343  1.018  2.207  0.251
H  -2.575  -0.103  0.455  0.234
H  -2.044  0.042  2.188  0.237
H  -2.477  1.466  1.196  0.242
H  -1.697  -0.286  -1.321  0.242
H  0.672  -1.778  -0.304  0.197
H  -0.668  -2.351  -1.571  0.248

=====

(2)
Density functional theory data (ωB97M-V/def2-TZVPD) for an isolated ion of composition C5H10N3 and charge +1.

Its largest force on an atom is 6.896 eV Å⁻¹. The SMILES is NCC[n+]1ccc[nH]1. The calculation puts the frontier orbital gap at 11.400 eV. The charge is +1. As for the spin multiplicity: 1. The calculation puts the relative energy (zero: lowest compared OMol25 entry of this formula, charge and spin) at 2.331 eV.

Last column: natural (NBO) charge in e.
Atoms and positions in Å:
N  -1.893  -1.189  0.180  -0.838
C  -1.866  0.192  -0.423  -0.284
C  -0.920  1.171  0.228  -0.203
N  0.609  0.474  0.163  -0.112
C  1.711  1.090  0.080  0.053
C  2.700  0.093  -0.187  -0.299
C  2.023  -1.110  -0.035  0.027
N  0.711  -0.871  0.193  -0.348
H  -1.922  -1.088  1.162  0.379
H  -2.656  -1.652  -0.253  0.403
H  -2.870  0.650  -0.267  0.235
H  -1.573  -0.036  -1.475  0.228
H  -1.033  1.465  1.337  0.254
H  -0.825  2.108  -0.468  0.264
H  1.845  2.116  0.228  0.251
H  3.724  0.118  -0.268  0.255
H  2.438  -2.172  -0.168  0.266
H  -0.204  -1.359  -0.028  0.469

=====

(3)
Density functional theory data (ωB97M-V/def2-TZVPD) for an isolated ion of composition C5H10N3 and charge +1.

Its largest force on an atom is 7.090 eV Å⁻¹. Its expectation value of S² is 2.02. The calculation puts the frontier orbital gap (spin up / spin down) at 6.848 / 6.606 eV. The charge is +1. As for the spin multiplicity: 3. The calculation puts the relative energy (zero: lowest compared OMol25 entry of this formula, charge and spin) at 2.716 eV.

Last column: natural (NBO) charge in e.
Atoms and positions in Å:
C  -0.961  -0.189  1.711  0.047
C  1.116  -0.785  0.702  0.106
C  -0.778  -0.048  -0.367  0.595
C  2.344  0.104  0.865  -0.625
C  -1.588  0.636  -2.519  -0.414
N  0.209  -0.610  1.889  -0.639
N  0.373  -0.465  -0.447  -0.275
N  -1.733  0.446  -1.084  -0.564
H  -1.701  -0.005  2.467  0.240
H  1.418  -1.840  0.668  0.223
H  2.044  1.149  0.980  0.230
H  2.954  0.017  -0.033  0.240
H  2.939  -0.206  1.721  0.237
H  -0.545  0.838  -2.751  0.230
H  -2.201  1.482  -2.829  0.240
H  -1.907  -0.256  -3.065  0.231
H  0.665  -0.837  2.771  0.450
H  -2.650  0.571  -0.679  0.448

=====

(4)
Density functional theory data (ωB97M-V/def2-TZVPD) for an isolated ion of composition C5H10N3O and charge +1.

Its largest force on an atom is 3.801 eV Å⁻¹. The calculation puts the frontier orbital gap (spin up / spin down) at 8.413 / 8.808 eV. The charge is +1. As for the spin multiplicity: 1. The calculation puts the relative energy (zero: lowest compared OMol25 entry of this formula, charge and spin) at 8.518 eV.

Last column: natural (NBO) charge in e.
Atoms and positions in Å:
C  1.330  0.582  -0.295  0.065
C  0.186  0.503  -0.903  0.417
C  2.334  1.783  -0.479  -0.594
C  -0.042  -2.005  2.988  -0.453
C  -2.213  0.802  -1.024  -0.426
N  1.851  -0.515  0.415  -0.130
N  0.170  -1.019  1.898  -0.046
N  -0.902  0.422  -1.534  -0.446
O  1.290  -1.169  1.347  0.010
H  3.220  1.269  -0.838  0.258
H  2.003  2.529  -1.167  0.242
H  2.516  2.017  0.567  0.254
H  -0.875  -2.557  2.792  0.225
H  0.806  -2.616  2.904  0.213
H  -0.115  -1.456  3.881  0.234
H  -2.191  1.843  -0.755  0.238
H  -2.925  0.591  -1.887  0.246
H  -2.543  0.361  -0.144  0.246
H  -0.641  0.097  -2.445  0.446

=====

(5)
Density functional theory data (ωB97M-V/def2-TZVPD) for an isolated ion of composition C5H10N3O2 and charge +1.

Its largest force on an atom is 0.660 eV Å⁻¹. The SMILES is C=C(O)N(C=O)CNC=[NH2+]. The calculation puts the frontier orbital gap at 9.421 eV. The charge is +1. As for the spin multiplicity: 1. The calculation puts the relative energy (zero: lowest compared OMol25 entry of this formula, charge and spin) at 0.257 eV.

Last column: natural (NBO) charge in e.
Atoms and positions in Å:
C  -2.319  0.840  -1.459  -0.523
C  -1.455  1.071  -0.483  0.459
O  -1.757  1.587  0.736  -0.683
N  -0.067  0.772  -0.547  -0.497
C  0.872  1.627  -0.019  0.539
O  2.031  1.325  0.067  -0.573
C  0.421  -0.451  -1.115  -0.041
N  1.072  -1.315  -0.118  -0.502
C  0.900  -1.258  1.169  0.404
N  1.542  -1.988  2.045  -0.708
H  -2.023  0.459  -2.416  0.225
H  -3.361  1.071  -1.328  0.228
H  -2.668  1.907  0.748  0.508
H  0.444  2.579  0.312  0.164
H  -0.405  -0.997  -1.583  0.238
H  1.190  -0.225  -1.864  0.236
H  1.792  -1.928  -0.490  0.425
H  0.152  -0.563  1.542  0.237
H  1.364  -1.880  3.033  0.440
H  2.273  -2.633  1.773  0.424

=====

(6)
Density functional theory data (ωB97M-V/def2-TZVPD) for a 2-piece molecular cluster, C5H10N3O2 overall.

Its largest force on an atom is 4.543 eV Å⁻¹. The calculation puts the frontier orbital gap at 9.858 eV. The charge is +1. As for the spin multiplicity: 1. The calculation puts the relative energy (zero: lowest compared OMol25 entry of this formula, charge and spin) at 5.149 eV.

Last column: natural (NBO) charge in e.
Atoms and positions in Å:
C  3.814  -0.391  0.061  0.845
C  -0.912  1.264  -0.174  -0.756
C  -0.247  -0.992  -1.154  -0.764
C  -0.523  -0.784  1.333  -0.745
C  -0.451  -0.096  0.034  0.583
N  1.683  0.402  -0.031  0.061
N  3.670  1.086  -0.020  -0.431
N  2.414  1.380  -0.077  0.078
O  4.845  -0.933  -0.029  -0.477
O  2.506  -0.773  0.129  -0.354
H  -1.951  1.197  -0.190  0.288
H  -0.407  2.005  0.621  0.271
H  -0.759  1.754  -1.063  0.263
H  -0.105  -2.034  -1.094  0.268
H  0.335  -0.444  -1.988  0.276
H  -1.204  -1.129  -1.615  0.291
H  -1.688  -0.628  1.637  0.299
H  -0.412  -1.906  1.087  0.265
H  0.133  -0.237  1.992  0.287
H  4.394  1.751  0.143  0.450